The following is a quantum chemistry calculation of a molecular structure, C4Br2CrF12O12S4, from the OMol25 dataset.

Structure (XYZ):
```
35
Properties=species:S:1:pos:R:3:lowdin_charge:R:1
Cr -11.177 -14.216 -6.466 0.1288
Br -13.071 -12.561 -7.462 -0.1929
Br -12.431 -16.457 -6.249 -0.1962
C -10.289 -12.530 -2.396 -0.6290
F -10.435 -12.428 -1.037 0.0512
F -10.687 -11.343 -2.890 0.1053
F -9.030 -12.752 -2.687 0.1582
S -11.448 -13.922 -3.020 0.5065
O -11.318 -13.756 -4.476 -0.4279
O -10.907 -15.158 -2.497 -0.3130
O -12.751 -13.544 -2.506 -0.3372
C -10.039 -9.867 -6.604 -0.6411
F -11.060 -10.044 -7.420 0.0815
F -9.368 -8.750 -6.988 0.0611
F -10.493 -9.624 -5.360 0.0961
S -8.885 -11.407 -6.677 0.5103
O -8.163 -11.341 -7.910 -0.3134
O -7.947 -11.215 -5.551 -0.3567
O -9.873 -12.492 -6.567 -0.4000
C -11.958 -14.850 -10.891 -0.6688
F -12.078 -16.187 -11.002 0.0935
F -11.914 -14.276 -12.096 0.0953
F -13.020 -14.416 -10.240 0.0941
S -10.390 -14.407 -9.918 0.4884
O -9.376 -15.315 -10.440 -0.3482
O -10.099 -13.019 -10.270 -0.3262
O -10.720 -14.639 -8.526 -0.4216
C -7.578 -17.209 -6.113 -0.6576
F -7.609 -17.174 -7.445 0.1192
F -8.469 -18.148 -5.756 0.0934
F -6.372 -17.619 -5.696 0.0841
S -8.050 -15.517 -5.382 0.5167
O -6.940 -14.706 -5.862 -0.3267
O -9.372 -15.262 -5.964 -0.3970
O -8.023 -15.686 -3.933 -0.3303
```

Properties
- total energy (eV) = -273175.589
- energy above the lowest of the compared OMol25 structures with the same formula, charge and spin (kcal/mol) = 22.53
- <S²> = 6.006
- multiplicity = 5
- total charge = -4
- HOMO-LUMO gap (alpha / beta) (eV) = 4.33 / 5.83